Version w
A 2-piece molecular cluster, C3H2S2 overall, computed with ωB97M-V/def2-TZVPD.

CARTESIAN COORDINATES (ANGSTROEM)
S1 1.370 -0.191 -1.306
S2 -2.674 0.011 -1.724
C1 0.747 -0.138 1.472
C2 -1.763 0.723 -2.713
C3 1.065 -0.168 0.219
H1 0.568 0.794 1.982
H2 0.687 -1.031 2.069

Spin multiplicity: 1
Orbital gap, eV: 8.5
LUMO energy, eV: -0.1
Total charge: 0
E_HOMO, eV: -8.7

Version x
C3H2S2 as an isolated structure, computed with ωB97M-V/def2-TZVPD.

CARTESIAN COORDINATES (ANGSTROEM)
S1 -1.368 -1.423 0.030
S2 -1.361 1.375 0.023
C1 -0.530 -0.036 0.820
C2 -0.480 -0.007 -0.819
C3 0.783 -0.032 0.044
H1 1.473 0.931 0.006
H2 1.484 -0.807 -0.105

Spin multiplicity: 1
Orbital gap, eV: 8.5
LUMO energy, eV: -0.5
Total charge: 0
E_HOMO, eV: -9.0

Stability comparison, relative energies in eV: version w 0.000; version x 0.455